[1]
The following is a quantum chemistry calculation of a gas-phase ion, C9H14N (charge +1) at a distorted geometry, from the OMol25 dataset.

## Properties
**HOMO-LUMO gap (spin up / spin down)**: 0.1630 / 0.2682 hartree
**E_tot**: -11034.955 eV
**2S+1**: 3
**Charge**: +1
**HOMO (spin up / spin down)**: -8.000 / -12.956 eV
**Energy relative to the best compared isomer or geometry (same formula, charge and spin)**: 178.6 kJ/mol

The geometry in XYZ format:
```
24
C9H14N ωB97M-V/def2-TZVPD
C -1.018 -0.670 0.012
C -1.555 -1.290 1.028
C 2.039 0.385 0.199
C 3.479 -1.635 0.007
C 1.121 1.411 0.186
C 0.000 1.316 -0.838
C -1.337 0.856 -0.189
C -2.043 -1.978 1.977
C -2.462 1.243 -1.137
N 2.737 -0.519 0.264
H -0.270 -1.161 -0.719
H 3.443 -2.317 0.867
H 4.485 -1.371 -0.217
H 0.714 1.728 1.225
H 1.728 2.246 -0.133
H -0.161 2.239 -1.300
H 0.341 0.638 -1.605
H -1.591 1.430 0.690
H -2.921 -2.536 1.932
H 3.077 -2.052 -0.921
H -1.538 -2.072 2.833
H -3.404 0.806 -0.799
H -2.183 1.008 -2.180
H -2.681 2.293 -1.183
```

***

[2]
The following is a quantum chemistry calculation of C4H12N2O2 in the gas phase at a distorted geometry, from the OMol25 dataset.

## Properties
**HOMO-LUMO gap**: 0.3793 hartree
**E_tot**: -11414.736 eV
**2S+1**: 1
**HOMO**: -9.426 eV
**Energy relative to the best compared isomer or geometry (same formula, charge and spin)**: 432.4 kJ/mol

The geometry in XYZ format:
```
20
C4H12N2O2 ωB97M-V/def2-TZVPD
C 0.631 0.463 -0.077
C 1.925 -0.422 0.594
C -2.434 0.964 0.944
C -0.625 -1.599 -0.527
N -0.450 -0.384 0.244
N 0.917 0.813 -1.423
O -1.690 0.582 -0.174
O 3.131 0.014 0.072
H 3.085 0.974 -0.042
H 0.561 1.373 0.530
H 0.927 0.018 -2.050
H 0.276 1.518 -1.766
H 1.912 -1.500 0.446
H 1.829 -0.210 1.666
H -2.958 0.112 1.396
H -1.806 1.437 1.713
H -3.178 1.693 0.606
H -0.130 -1.656 -1.503
H -1.687 -1.763 -0.709
H -0.236 -2.427 0.061
```

***

[3]
The following is a quantum chemistry calculation of C16H27NO3 in the gas phase, from the OMol25 dataset.

## Properties
**HOMO-LUMO gap**: 0.3630 hartree
**E_tot**: -24662.110 eV
**2S+1**: 1
**HOMO**: -9.207 eV
**Energy relative to the best compared isomer or geometry (same formula, charge and spin)**: 230.2 kJ/mol

The geometry in XYZ format:
```
47
C16H27NO3 ωB97M-V/def2-TZVPD
C 4.457 2.964 -1.230
C 5.185 2.287 -0.564
C 6.011 1.383 0.213
H 7.072 1.575 0.030
H 5.779 1.502 1.279
O 5.801 0.017 -0.171
C 4.669 -0.557 0.240
O 3.851 -0.001 0.929
C 4.577 -1.982 -0.254
H 5.309 -2.568 0.309
H 4.877 -2.005 -1.303
C 3.174 -2.553 -0.060
H 2.893 -2.421 0.987
H 3.188 -3.624 -0.265
C 2.142 -1.863 -0.967
C 0.820 -1.632 -0.243
O -0.218 -2.179 -0.562
N 0.931 -0.770 0.783
H 1.824 -0.327 0.958
C -0.189 -0.355 1.592
C -0.517 1.128 1.399
C -0.864 1.494 -0.045
C -2.044 0.725 -0.640
C -3.349 0.914 0.130
C -4.517 0.222 -0.568
C -5.823 0.368 0.209
C -6.982 -0.331 -0.491
H -6.774 -1.393 -0.600
H -7.138 0.090 -1.482
H -7.901 -0.218 0.080
H -5.696 -0.055 1.209
H -6.057 1.429 0.327
H -4.283 -0.839 -0.686
H -4.644 0.644 -1.568
H -3.565 1.982 0.226
H -3.250 0.503 1.136
H -1.802 -0.337 -0.695
H -2.190 1.074 -1.666
H -1.081 2.566 -0.080
H 0.013 1.315 -0.672
H -1.345 1.387 2.059
H 0.350 1.720 1.707
H 0.042 -0.539 2.648
H -1.036 -0.979 1.305
H 2.518 -0.889 -1.285
H 1.947 -2.462 -1.856
H 3.838 3.592 -1.798
```

***

[4]
The following is a quantum chemistry calculation of 3 unconnected molecules or ions with the total composition CHO6S at a distorted geometry, from the OMol25 dataset.

## Properties
**HOMO-LUMO gap (spin up / spin down)**: 0.1982 / 0.1410 hartree
**E_tot**: -24170.770 eV
**2S+1**: 1
**Charge**: -1
**HOMO (spin up / spin down)**: -2.924 / -1.925 eV
**Energy relative to the best compared isomer or geometry (same formula, charge and spin)**: 499.6 kJ/mol

The geometry in XYZ format:
```
9
CHO6S ωB97M-V/def2-TZVPD
C 4.835 0.706 0.184
O 4.712 1.193 -0.828
O 5.084 0.169 1.186
O 2.730 -0.249 0.183
O 1.621 -2.395 -0.136
O -1.537 -1.292 -0.089
O -2.735 -0.646 0.468
S 1.437 -0.946 0.107
H -1.997 -2.035 -0.433
```

***

[5]
The following is a quantum chemistry calculation of 3 unconnected molecules or ions with the total composition C3H8NO3 at a distorted geometry, from the OMol25 dataset.

## Properties
**HOMO-LUMO gap (spin up / spin down)**: 0.1796 / 0.1486 hartree
**E_tot**: -10843.178 eV
**2S+1**: 2
**Charge**: +2
**HOMO (spin up / spin down)**: -19.043 / -18.251 eV
**Energy relative to the best compared isomer or geometry (same formula, charge and spin)**: 163.1 kJ/mol

The geometry in XYZ format:
```
15
C3H8NO3 ωB97M-V/def2-TZVPD
O -0.958 1.224 -1.623
C -2.034 1.459 -1.184
O -3.010 0.554 -1.297
C 0.490 -0.278 0.731
C 1.990 -0.394 0.256
O 2.736 -0.094 1.364
N -0.413 -1.288 0.146
H -3.826 1.013 -1.602
H 0.596 -0.144 1.802
H 2.172 0.283 -0.612
H 2.267 -1.416 -0.104
H 1.730 1.446 1.360
H 0.045 0.651 0.297
H -0.523 -2.171 0.637
H -1.263 -0.846 -0.172
```

***

[6]
The following is a quantum chemistry calculation of C4H8O in the gas phase, from the OMol25 dataset.

## Properties
**HOMO-LUMO gap**: 0.4137 hartree
**E_tot**: -6324.135 eV
**2S+1**: 1
**HOMO**: -10.088 eV
**Energy relative to the best compared isomer or geometry (same formula, charge and spin)**: 99.6 kJ/mol

The geometry in XYZ format:
```
13
C4H8O ωB97M-V/def2-TZVPD
C -1.575 0.424 0.233
C -0.631 -0.735 0.416
O -0.111 -1.380 -0.743
C 0.800 -0.682 0.101
C 1.483 0.521 -0.499
H -1.710 0.936 1.193
H -2.556 0.075 -0.105
H -1.201 1.148 -0.494
H -0.938 -1.442 1.191
H 1.452 -1.336 0.685
H 0.857 0.967 -1.275
H 1.701 1.279 0.262
H 2.430 0.226 -0.964
```

***

[7]
The following is a quantum chemistry calculation of 11 unconnected molecules or ions with the total composition C40H50N4O34S6 at a distorted geometry, from the OMol25 dataset.

## Properties
**HOMO-LUMO gap (spin up / spin down)**: 0.2455 / 0.1061 hartree
**E_tot**: -182844.765 eV
**2S+1**: 2
**Charge**: +1
**HOMO (spin up / spin down)**: -11.582 / -11.574 eV

The geometry in XYZ format:
```
134
C40H50N4O34S6 ωB97M-V/def2-TZVPD
C 1.135 -5.081 -3.676
C 2.019 -4.105 -2.849
O 1.637 -4.213 -1.460
S 0.831 -5.580 -1.170
O -0.195 -5.206 -0.190
O 1.681 -6.707 -0.712
O 0.202 -5.635 -2.723
H 1.594 -5.948 -4.152
H 0.556 -4.661 -4.499
H 1.915 -3.070 -3.175
H 2.974 -4.629 -2.829
C -3.168 0.070 -7.442
C -4.636 0.447 -7.382
O -5.093 0.377 -6.054
S -4.113 -0.412 -5.083
O -4.686 -1.742 -4.668
O -3.566 0.475 -4.093
O -2.923 -0.702 -6.231
H -2.299 0.725 -7.377
H -3.068 -0.570 -8.319
H -5.240 -0.218 -7.999
H -4.626 1.460 -7.784
C 4.612 -0.282 0.280
C 3.240 -0.757 0.082
O 3.553 -1.870 -0.710
S 4.860 -2.720 -0.146
O 5.891 -3.145 -1.074
O 4.523 -3.748 0.873
O 5.348 -1.384 0.697
H 4.697 0.394 1.130
H 5.082 0.292 -0.518
H 2.634 -0.002 -0.418
H 2.679 -1.030 0.976
C 5.784 0.910 5.045
C 5.076 2.216 5.469
O 3.734 2.086 4.962
S 3.313 0.480 4.758
O 2.400 0.270 3.617
O 2.889 -0.063 6.045
O 4.840 -0.052 4.500
H 6.328 0.363 5.815
H 6.571 0.987 4.295
H 5.481 3.136 5.048
H 4.850 2.326 6.530
C -3.202 -0.619 4.682
C -2.004 -1.361 4.943
O -2.228 -2.615 4.426
S -3.496 -2.736 3.379
O -4.482 -3.541 4.089
O -3.071 -2.978 2.021
O -3.791 -1.100 3.476
H -3.183 0.469 4.612
H -3.921 -0.733 5.493
H -1.765 -1.544 5.991
H -1.062 -1.042 4.497
C -5.197 5.627 2.589
C -4.244 4.487 2.522
O -3.265 4.731 3.445
S -3.873 5.398 4.840
O -3.145 6.545 5.360
O -4.484 4.459 5.834
O -5.153 6.002 3.919
H -6.150 5.129 2.411
H -4.928 6.429 1.901
H -3.761 4.191 1.590
H -4.868 3.658 2.854
C 0.187 2.492 -5.393
C -0.497 2.887 -6.537
C -1.708 3.516 -6.418
C -2.240 3.706 -5.113
C -1.614 3.200 -3.965
C -0.374 2.635 -4.149
N -3.484 4.451 -4.933
O -4.191 4.572 -5.857
O -3.816 4.888 -3.833
H 1.203 2.151 -5.528
H -0.029 2.607 -7.470
H -2.152 3.906 -7.322
H -2.119 3.327 -3.019
H 0.162 2.077 -3.395
C 0.130 -1.677 -6.789
C 0.930 -1.596 -7.927
C 2.255 -1.213 -7.884
C 2.836 -0.982 -6.644
C 1.995 -0.885 -5.503
C 0.668 -1.323 -5.550
N 4.342 -0.882 -6.570
O 5.049 -1.470 -7.359
O 4.744 -0.142 -5.635
H -0.915 -1.937 -6.860
H 0.635 -1.944 -8.907
H 2.904 -1.258 -8.746
H 2.370 -0.626 -4.524
H -0.087 -1.201 -4.787
C -0.128 -1.868 0.163
C -0.217 -1.014 1.307
C -0.952 0.167 1.252
C -1.607 0.533 0.078
C -1.507 -0.255 -1.079
C -0.695 -1.380 -1.059
N -2.580 1.704 0.057
O -3.355 1.725 0.928
O -2.579 2.484 -0.900
H 0.389 -2.814 0.230
H 0.255 -1.138 2.271
H -0.828 0.757 2.148
H -1.841 0.014 -2.070
H -0.443 -1.859 -1.994
C 1.274 -4.017 3.196
C 2.357 -3.290 3.596
C 2.455 -3.086 4.965
C 1.577 -3.631 5.893
C 0.460 -4.418 5.471
C 0.453 -4.694 4.126
N 1.676 -3.514 7.354
O 2.405 -2.610 7.785
O 1.085 -4.353 8.080
H 1.177 -4.240 2.144
H 2.936 -2.834 2.807
H 3.296 -2.460 5.226
H -0.071 -4.949 6.247
H -0.331 -5.247 3.630
O -0.572 1.235 4.965
C -0.201 2.365 4.771
O -0.199 3.196 5.748
C -0.166 4.608 5.348
C 0.458 4.491 3.971
C -0.052 3.119 3.464
H 0.660 5.078 5.883
H -1.102 5.165 5.309
H 1.539 4.390 3.873
H 0.092 5.178 3.208
H 0.709 2.576 2.903
H -1.051 3.270 3.053
```

***

[8]
The following is a quantum chemistry calculation of a molecular structure, C22H36IrN4SSi3, from the OMol25 dataset.

## Properties
**HOMO-LUMO gap (spin up / spin down)**: 0.2555 / 0.2611 hartree
**E_tot**: -66655.670 eV
**2S+1**: 2
**Charge**: +2
**HOMO (spin up / spin down)**: -14.246 / -14.808 eV
**Energy relative to the best compared isomer or geometry (same formula, charge and spin)**: 0.0 kJ/mol

The geometry in XYZ format:
```
67
C22H36IrN4SSi3 ωB97M-V/def2-TZVPD
Ir -0.412 -0.204 -0.131
C 3.147 0.400 1.570
Si 2.976 0.067 -0.273
C 4.355 1.039 -1.084
C 3.238 -1.753 -0.639
C 1.267 0.629 -1.033
Si 1.150 2.560 -0.984
C 2.090 3.192 -2.476
C -0.616 3.196 -1.165
C 1.893 3.351 0.537
Si 1.201 0.043 -2.865
C 2.792 -0.089 -3.816
C -0.029 0.948 -3.968
C 0.400 -1.657 -2.633
C 0.466 -2.754 -3.480
C -0.298 -3.882 -3.227
C -1.138 -3.890 -2.121
C -1.167 -2.782 -1.304
N -0.414 -1.695 -1.554
H 3.218 -0.533 2.131
H 2.356 1.008 2.003
H 4.081 0.944 1.730
H 5.289 0.583 -0.739
H 4.376 2.079 -0.758
H 4.371 1.018 -2.171
H 4.131 -2.081 -0.099
H 3.421 -1.950 -1.696
H 2.420 -2.400 -0.320
H 1.658 2.896 -3.433
H 3.142 2.909 -2.465
H 2.051 4.285 -2.439
H -1.033 3.060 -2.162
H -0.576 4.274 -0.985
H -1.338 2.781 -0.466
H 2.945 3.109 0.682
H 1.371 3.112 1.463
H 1.829 4.435 0.401
H 3.191 0.904 -4.029
H 2.547 -0.539 -4.784
H 3.573 -0.688 -3.355
H -0.558 1.775 -3.499
H -0.771 0.256 -4.371
H 0.506 1.356 -4.829
H 1.125 -2.720 -4.337
H -0.243 -4.743 -3.879
H -1.757 -4.743 -1.884
H -1.793 -2.749 -0.421
S 0.423 -1.467 1.482
C -0.039 -0.093 2.510
C 0.018 0.036 3.877
C -0.401 1.247 4.416
C -0.854 2.257 3.579
C -0.885 2.041 2.212
N -0.488 0.879 1.684
H 0.385 -0.770 4.495
H -0.367 1.403 5.486
H -1.176 3.209 3.975
H -1.216 2.810 1.530
N -4.424 1.029 -0.663
C -4.230 0.537 -1.932
C -2.952 0.090 -1.965
N -2.368 0.320 -0.730
C -3.294 0.890 0.032
H -5.283 1.417 -0.303
H -5.004 0.547 -2.678
H -2.412 -0.368 -2.773
H -3.181 1.181 1.062
```

***

[9]
The following is a quantum chemistry calculation of a molecular structure, C22H29BrClN4ORuS at a distorted geometry, from the OMol25 dataset.

## Properties
**HOMO-LUMO gap (spin up / spin down)**: 0.2856 / 0.3054 hartree
**E_tot**: -127260.000 eV
**2S+1**: 2
**Charge**: +2
**HOMO (spin up / spin down)**: -14.037 / -14.302 eV
**Energy relative to the best compared isomer or geometry (same formula, charge and spin)**: 163.8 kJ/mol

The geometry in XYZ format:
```
60
C22H29BrClN4ORuS ωB97M-V/def2-TZVPD
Ru 1.141 0.647 -0.532
N 1.687 -0.431 1.237
C 2.400 0.449 2.187
C 3.522 1.128 1.443
N 2.980 1.888 0.304
C 2.604 3.289 0.591
C 1.168 3.389 1.051
N 0.312 2.748 0.043
H 0.802 -0.747 1.633
H 2.260 -1.243 1.022
H 2.801 -0.108 3.036
H 1.677 1.162 2.574
H 4.193 0.368 1.037
H 4.102 1.755 2.123
H 3.697 1.903 -0.411
H 2.724 3.857 -0.334
H 3.268 3.732 1.337
H 0.908 4.437 1.212
H 1.018 2.873 1.997
H 0.298 3.311 -0.803
H -0.644 2.686 0.377
O -0.797 0.158 0.717
S -2.256 0.475 0.379
C -3.186 0.064 1.831
C -2.778 -0.961 2.672
C -3.554 -1.254 3.781
C -4.715 -0.530 4.031
C -5.110 0.490 3.178
C -4.336 0.803 2.069
C -2.790 -0.818 -0.725
C -3.913 -0.584 -1.505
C -4.339 -1.578 -2.374
C -3.638 -2.773 -2.460
C -2.511 -2.988 -1.675
C -2.076 -2.004 -0.800
H -1.877 -1.523 2.461
H -3.260 -2.051 4.449
H -5.313 -0.761 4.902
H -6.013 1.050 3.379
H -4.624 1.607 1.403
H -4.452 0.353 -1.436
H -5.217 -1.417 -2.984
H -3.970 -3.542 -3.145
H -1.980 -3.928 -1.739
H -1.199 -2.151 -0.182
Cl 0.906 1.628 -2.906
C -0.105 0.363 -2.204
H 0.004 -0.581 -2.724
H -1.126 0.714 -2.124
Br 5.482 0.255 -4.424
C 4.406 -0.682 -3.213
C 4.443 -2.065 -3.132
C 3.608 -2.690 -2.221
C 2.766 -1.922 -1.440
N 2.735 -0.584 -1.514
C 3.546 0.023 -2.388
H 5.110 -2.634 -3.765
H 3.605 -3.766 -2.121
H 2.084 -2.389 -0.741
H 3.522 1.102 -2.436
```

***

[10]
The following is a quantum chemistry calculation of C6H8N2O2 in the gas phase at a distorted geometry, from the OMol25 dataset.

## Properties
**HOMO-LUMO gap**: 0.3370 hartree
**E_tot**: -13423.962 eV
**2S+1**: 1
**HOMO**: -8.478 eV
**Energy relative to the best compared isomer or geometry (same formula, charge and spin)**: 329.1 kJ/mol

The geometry in XYZ format:
```
18
C6H8N2O2 ωB97M-V/def2-TZVPD
C -0.528 -1.732 -0.088
C -0.376 -0.249 -0.111
C 0.760 0.517 -0.040
O 0.442 1.833 0.044
C -0.904 1.937 -0.085
C -1.462 0.692 -0.194
N -2.806 0.345 -0.262
C 2.179 0.233 -0.071
N 2.989 -0.335 -0.834
H -1.011 -2.086 -1.012
H 0.444 -2.226 0.009
H -1.168 -2.035 0.753
H -1.318 2.939 -0.123
H -3.426 1.099 -0.530
H -2.995 -0.488 -0.807
O 3.019 0.108 1.327
H 3.833 -0.562 0.028
H 2.330 0.011 1.998
```

***

[11]
The following is a quantum chemistry calculation of H4NO2PS in the gas phase at a distorted geometry, from the OMol25 dataset.

## Properties
**HOMO-LUMO gap**: 0.3376 hartree
**E_tot**: -25774.326 eV
**2S+1**: 1
**HOMO**: -8.563 eV
**Energy relative to the best compared isomer or geometry (same formula, charge and spin)**: 208.0 kJ/mol

The geometry in XYZ format:
```
9
H4NO2PS ωB97M-V/def2-TZVPD
N -0.873 -0.606 -0.145
O 1.849 -0.424 -0.533
O 0.720 1.299 0.736
P 0.495 0.524 -0.572
S -2.339 0.282 -0.230
H -0.886 -1.549 -0.494
H 1.993 -1.054 -1.286
H 1.221 1.004 1.527
H -2.181 0.524 0.997
```

***

[12]
The following is a quantum chemistry calculation of 2 unconnected molecules or ions with the total composition C6H12NO2P at a distorted geometry, from the OMol25 dataset.

## Properties
**HOMO-LUMO gap (spin up / spin down)**: 0.2460 / 0.2654 hartree
**E_tot**: -21287.586 eV
**2S+1**: 1
**HOMO (spin up / spin down)**: -6.342 / -6.466 eV
**Energy relative to the best compared isomer or geometry (same formula, charge and spin)**: 383.0 kJ/mol

The geometry in XYZ format:
```
22
C6H12NO2P ωB97M-V/def2-TZVPD
C 1.695 1.783 -0.440
C 2.096 0.242 -2.261
C 0.390 2.499 0.087
C -0.985 -0.757 1.074
C -1.055 -2.185 0.504
C -2.192 0.081 1.102
N 1.230 1.028 -1.619
O -0.461 2.656 -0.945
O 0.114 -0.328 1.381
P -0.397 1.466 -2.055
H 2.466 2.527 -0.869
H 2.115 0.984 0.207
H 3.141 0.181 -1.883
H 1.616 -0.358 -3.151
H -0.065 1.915 0.861
H 0.766 3.495 0.345
H -2.088 -2.430 0.320
H -0.572 -2.973 1.214
H -0.401 -2.308 -0.411
H -2.846 -0.142 1.937
H -2.844 0.035 0.317
H -1.873 1.151 1.278
```

***

Question: Look up the E_tot of the eleventh one.
Answer: -25774.326 eV